P.
{"formula": "C4H10N5", "method": "ωB97M-V/def2-TZVPD", "symbols": ["C", "N", "N", "N", "H", "H", "H", "H", "H", "H", "N", "C", "C", "C", "N", "H", "H", "H", "H"], "coordinates": [[2.20, 0.94, 1.14], [2.28, 0.29, -0.03], [3.31, 1.34, 1.75], [1.01, 1.18, 1.69], [1.42, -0.02, -0.50], [3.19, 0.10, -0.45], [4.23, 1.15, 1.33], [3.26, 1.84, 2.64], [0.95, 1.68, 2.58], [0.16, 0.87, 1.22], [-1.27, -0.44, -0.71], [-2.10, 0.09, -1.60], [-1.78, -1.68, -0.44], [-2.93, -1.92, -1.16], [-3.12, -0.78, -1.90], [-2.02, 1.07, -2.05], [-1.29, -2.35, 0.27], [-3.61, -2.77, -1.22], [-3.88, -0.60, -2.56]], "mulliken_charge": [0.784, -0.326, -0.377, -0.326, 0.211, 0.209, 0.211, 0.211, 0.209, 0.211, -0.263, -0.306, -0.362, -0.343, -0.066, 0.363, 0.367, 0.371, 0.223], "charge": 1}


Q.
{"formula": "C4H10N5", "method": "ωB97M-V/def2-TZVPD", "symbols": ["C", "C", "C", "C", "N", "N", "N", "N", "N", "H", "H", "H", "H", "H", "H", "H", "H", "H", "H"], "coordinates": [[1.29, -0.70, 0.71], [-0.56, 0.70, 0.25], [1.96, -1.94, 1.20], [-2.38, 0.44, -1.55], [2.21, 0.13, 0.18], [1.87, 1.40, -0.04], [0.64, 1.74, -0.07], [0.02, -0.35, 0.98], [-1.07, 0.14, -0.96], [-1.38, 1.29, 0.85], [2.98, -1.73, 0.74], [1.50, -2.89, 0.96], [1.84, -1.83, 2.38], [-2.56, 0.52, -2.62], [-3.05, -0.35, -1.27], [-2.74, 1.43, -1.17], [0.44, 2.76, -0.36], [-0.74, -0.82, 1.44], [-0.29, 0.06, -1.63]], "mulliken_charge": [0.582, -0.483, -0.853, -0.838, -0.188, -0.440, 0.251, -0.078, -0.207, 0.535, 0.310, 0.355, 0.285, 0.310, 0.298, 0.302, 0.309, 0.259, 0.292], "smiles": "CN[C@@H]1NN=NC(C)=[NH+]1", "charge": 1}


Order from most stable to least stable according to the calculation: P, Q


P.
{"formula": "C3H4ClF", "method": "ωB97M-V/def2-TZVPD", "symbols": ["C", "C", "C", "H", "H", "H", "H", "F", "Cl"], "coordinates": [[-0.11, 0.59, -0.73], [-0.81, -0.66, -0.95], [-0.51, -0.21, 0.52], [0.90, 0.59, -0.97], [-0.37, -1.63, -1.17], [-1.96, -0.61, -1.12], [-1.31, 0.15, 1.19], [-0.75, 1.64, -0.97], [1.06, -0.68, 1.05]], "mulliken_charge": [-0.145, -0.492, -0.099, 0.391, 0.277, 0.220, 0.340, -0.280, -0.212], "smiles": "F[C@@H]1C[C@H]1Cl"}


Q.
{"formula": "C3H4ClF", "method": "ωB97M-V/def2-TZVPD", "symbols": ["C", "C", "C", "F", "Cl", "H", "H", "H", "H"], "coordinates": [[-0.02, 0.17, -0.05], [1.47, 0.04, 0.27], [-1.30, -0.58, 0.15], [2.23, 1.15, -0.14], [-2.72, 0.24, -0.10], [-0.38, 1.24, 0.11], [0.08, 0.21, -1.07], [2.09, -0.88, 0.35], [-1.46, -1.59, 0.48]], "mulliken_charge": [-0.350, -0.303, -0.328, -0.233, -0.147, 0.283, 0.355, 0.323, 0.400]}


Order from most stable to least stable according to the calculation: P, Q